Formula: C3H5N2S2
Source: OMol25
Level of theory: ωB97M-V with the def2-TZVPD basis set

For the orbital gap, the calculation gives 8.237 eV. The value obtained for the LUMO energy is -5.37 eV. As for the SMILES: [NH2+]=C1C=CSSN1. The relative energy (zero: lowest compared OMol25 entry of this formula, charge and spin) is 0.5760 eV. For the energy, the calculation gives -27835.03821 eV.

The geometry in ORCA input format:
```
! RIJCOSX wB97M-V def2-TZVPD def2/J DEFGRID3
* xyz 1 1
C 0.726 0.846 0.271
C 1.848 1.380 -0.270
C -0.199 0.109 -0.488
N -0.340 0.098 -1.833
N -0.979 -0.765 0.166
S 2.247 1.365 -1.964
S 0.306 1.479 -2.654
H 0.529 0.872 1.250
H 2.540 1.704 0.388
H -0.547 -0.633 -2.476
H -1.108 -0.649 1.139
H -1.380 -1.631 -0.115
*
```